Molecular formula: C17H27ClN2O3S2
Method: DFT, ωB97M-V/def2-TZVPD

Output
Structure (SMILES)   CCS[C@H](C)C(=O)N(C)CCOCCN(C)C(=O)c1c(C)csc1Cl
E_LUMO   0.6 eV
ΔE to the lowest compared entry with this formula, charge and spin   3.26 kcal/mol
Orbital gap   9.0 eV

Geometry as XYZ:
```
52
C17H27ClN2O3S2 | the OMol25 dataset | ωB97M-V/def2-TZVPD
C -2.04 -3.04 -3.08
C -0.91 -2.11 -2.68
S -0.43 -2.46 -0.97
C 0.71 -1.06 -0.67
C 2.05 -1.23 -1.36
C 0.89 -1.02 0.85
O 1.58 -1.87 1.39
N 0.24 -0.06 1.56
C 0.30 -0.11 3.01
C -0.53 1.04 1.00
C -1.95 0.62 0.64
O -2.81 1.73 0.46
C -2.60 2.46 -0.73
C -3.84 2.44 -1.65
N -4.77 1.37 -1.38
C -5.91 1.65 -0.53
C -4.43 0.14 -1.82
O -3.35 -0.08 -2.36
C -5.43 -0.97 -1.67
C -5.32 -2.03 -0.70
C -4.26 -2.07 0.35
C -6.30 -2.95 -0.87
S -7.36 -2.58 -2.17
C -6.48 -1.15 -2.50
Cl -6.95 -0.10 -3.78
H -2.31 -2.86 -4.12
H -1.75 -4.08 -2.97
H -2.92 -2.86 -2.47
H -0.04 -2.25 -3.33
H -1.24 -1.07 -2.75
H 0.20 -0.17 -1.04
H 2.69 -0.36 -1.18
H 2.55 -2.12 -0.97
H 1.92 -1.34 -2.43
H 0.72 -1.06 3.31
H 0.92 0.69 3.41
H -0.70 -0.01 3.43
H -0.58 1.83 1.75
H -0.01 1.47 0.14
H -1.96 -0.03 -0.24
H -2.36 0.05 1.48
H -2.34 3.49 -0.49
H -1.76 2.02 -1.28
H -4.40 3.37 -1.55
H -3.51 2.36 -2.69
H -6.51 0.76 -0.40
H -5.56 1.99 0.45
H -6.53 2.43 -0.98
H -4.31 -1.18 0.98
H -4.39 -2.94 0.99
H -3.26 -2.12 -0.09
H -6.46 -3.84 -0.28
```

---

Molecular formula: C60H114N6O16
Method: DFT, ωB97M-V/def2-TZVPD

Output
Structure (SMILES)   CC1(C)CCCC(C)(C)N1O.CC1(C)CCCC(C)(C)N1O.CC1(C)CCCC(C)(C)N1O.CC1(C)CCCC(C)(C)N1O.C[C@H]1COC(=O)O1.C[C@H]1COC(=O)O1.C[C@H]1COC(=O)O1.C[C@H]1COC(=O)O1.CCCC#N.CCCC#N
E_LUMO   0.5 eV
Orbital gap   8.8 eV

Geometry as XYZ:
```
196
C60H114N6O16 | the OMol25 dataset | ωB97M-V/def2-TZVPD
C -15.58 -16.11 21.84
C -16.71 -15.35 21.04
C -17.81 -16.39 20.77
C -17.25 -14.17 21.86
C -16.33 -13.01 21.96
C -15.95 -12.56 20.56
C -15.31 -13.61 19.65
C -15.32 -13.16 18.17
C -13.82 -13.86 20.01
N -16.25 -14.82 19.68
O -15.55 -15.90 19.05
H -16.03 -16.46 22.78
H -15.16 -16.95 21.34
H -14.79 -15.41 22.19
H -18.64 -15.90 20.34
H -17.50 -17.17 20.05
H -18.02 -16.88 21.76
H -18.12 -13.80 21.29
H -17.59 -14.62 22.80
H -16.88 -12.24 22.44
H -15.54 -13.29 22.66
H -15.28 -11.71 20.55
H -16.95 -12.26 20.15
H -15.01 -12.09 18.01
H -16.34 -13.35 17.84
H -14.63 -13.78 17.62
H -13.29 -12.94 19.73
H -13.39 -14.62 19.42
H -13.61 -14.03 21.04
H -16.12 -16.19 18.34
C -15.58 -9.86 14.24
C -14.67 -11.10 14.12
C -15.53 -12.29 14.65
C -14.22 -11.22 12.65
C -13.01 -12.16 12.43
C -11.84 -11.76 13.37
C -12.26 -11.73 14.81
C -12.48 -13.16 15.36
C -11.17 -11.18 15.73
N -13.46 -10.79 14.96
O -13.78 -10.82 16.34
H -15.04 -8.96 14.07
H -16.41 -9.93 13.52
H -16.06 -9.79 15.25
H -15.11 -13.23 14.47
H -15.76 -12.16 15.70
H -16.47 -12.19 14.11
H -15.09 -11.37 12.02
H -13.87 -10.22 12.36
H -13.39 -13.13 12.75
H -12.69 -12.16 11.40
H -11.50 -10.78 13.06
H -11.04 -12.44 13.22
H -13.14 -13.81 14.75
H -12.86 -13.21 16.38
H -11.48 -13.56 15.37
H -10.89 -10.14 15.56
H -10.30 -11.82 15.61
H -11.50 -11.38 16.74
H -13.83 -9.93 16.62
C -13.67 -18.37 10.62
C -15.07 -18.11 11.31
C -15.69 -19.45 11.54
C -14.93 -17.40 12.64
C -14.71 -15.91 12.60
C -15.78 -15.33 11.61
C -15.86 -15.99 10.22
C -17.09 -15.48 9.46
C -14.62 -15.71 9.32
N -16.07 -17.39 10.46
O -16.18 -18.05 9.22
H -13.02 -17.46 10.70
H -13.19 -19.09 11.29
H -13.83 -18.80 9.64
H -15.25 -20.09 12.34
H -16.74 -19.35 11.81
H -15.65 -20.04 10.64
H -15.77 -17.66 13.29
H -14.14 -17.93 13.20
H -14.77 -15.40 13.55
H -13.70 -15.88 12.17
H -15.70 -14.27 11.59
H -16.75 -15.52 12.03
H -17.92 -15.58 10.14
H -17.32 -16.11 8.56
H -16.98 -14.43 9.14
H -14.68 -16.10 8.26
H -13.61 -15.92 9.69
H -14.75 -14.60 9.15
H -15.36 -17.89 8.69
C -20.76 -21.89 13.84
C -20.00 -20.65 13.40
C -19.04 -20.34 14.49
C -19.23 -20.92 12.17
C -20.01 -20.85 10.88
C -20.70 -19.49 10.85
C -21.66 -19.20 12.06
C -22.03 -17.73 12.03
C -22.96 -20.03 12.07
N -20.76 -19.36 13.21
O -21.51 -19.14 14.39
H -20.06 -22.67 14.16
H -21.48 -21.65 14.65
H -21.39 -22.30 13.04
H -19.56 -20.41 15.47
H -18.19 -21.01 14.48
H -18.59 -19.36 14.41
H -18.44 -20.23 12.14
H -18.80 -21.91 12.27
H -19.48 -20.96 9.93
H -20.73 -21.67 10.80
H -21.34 -19.34 10.00
H -20.00 -18.65 10.87
H -22.81 -17.54 12.71
H -22.47 -17.46 11.06
H -21.15 -17.08 12.30
H -23.42 -20.16 13.01
H -22.90 -21.02 11.61
H -23.69 -19.42 11.47
H -21.02 -18.46 14.85
C -18.84 -20.64 18.19
C -17.43 -20.19 18.13
C -16.43 -21.20 17.71
O -15.49 -20.44 16.82
C -16.10 -19.28 16.52
O -15.62 -18.51 15.78
O -17.20 -19.08 17.21
H -19.01 -21.48 18.90
H -19.13 -20.95 17.19
H -19.52 -19.86 18.54
H -17.23 -19.76 19.11
H -16.78 -22.04 17.08
H -15.85 -21.57 18.60
C -25.82 -19.05 15.19
C -24.84 -17.97 14.94
C -25.30 -16.92 13.96
O -24.80 -15.63 14.47
C -24.51 -15.85 15.80
O -24.23 -15.01 16.57
O -24.67 -17.15 16.14
H -26.79 -18.58 15.36
H -25.52 -19.70 16.03
H -25.93 -19.64 14.27
H -23.83 -18.28 14.73
H -26.40 -16.83 13.79
H -24.78 -17.01 12.99
C -18.73 -15.03 13.70
C -18.42 -16.14 14.70
C -17.64 -15.63 15.96
O -18.30 -16.29 17.00
C -19.44 -16.92 16.60
O -20.19 -17.46 17.32
O -19.58 -16.83 15.27
H -17.80 -14.53 13.51
H -19.42 -14.33 14.18
H -19.24 -15.36 12.79
H -17.87 -16.96 14.22
H -17.63 -14.58 16.03
H -16.61 -16.05 15.95
C -20.00 -13.95 19.12
C -20.74 -13.97 17.81
C -21.60 -12.67 17.64
O -20.64 -11.77 16.97
C -19.70 -12.51 16.37
O -18.80 -12.10 15.74
O -19.81 -13.82 16.68
H -20.67 -14.01 19.91
H -19.42 -13.02 19.18
H -19.35 -14.81 19.21
H -21.38 -14.86 17.66
H -21.83 -12.08 18.52
H -22.43 -12.87 16.95
C -18.39 -11.90 10.97
C -19.76 -11.27 10.67
C -19.82 -9.70 10.80
C -20.50 -9.27 11.97
N -21.07 -9.10 12.97
H -18.09 -11.57 11.95
H -17.60 -11.57 10.26
H -18.40 -12.97 11.04
H -20.52 -11.78 11.24
H -19.98 -11.40 9.58
H -20.39 -9.23 10.00
H -18.84 -9.25 10.81
C -22.32 -13.46 13.88
C -23.24 -13.36 12.66
C -23.12 -14.41 11.54
C -21.88 -14.32 10.83
N -20.84 -14.33 10.35
H -22.61 -12.74 14.61
H -21.26 -13.21 13.66
H -22.32 -14.43 14.35
H -23.19 -12.38 12.19
H -24.21 -13.55 13.08
H -23.97 -14.30 10.84
H -23.18 -15.44 11.99
```

---

Molecular formula: C22H23N2O2S
Method: DFT, ωB97M-V/def2-TZVPD

Output
Structure (SMILES)   COc1ccc(CNC(=O)c2cc3c(s2)C[N@H+](Cc2ccccc2)C3)cc1
Charge   +1
E_LUMO   -2.7 eV
ΔE to the lowest compared entry with this formula, charge and spin   0.00 kcal/mol
Orbital gap   7.4 eV

Geometry as XYZ:
```
50
C22H23N2O2S | the OMol25 dataset | ωB97M-V/def2-TZVPD
C -8.12 2.58 -1.06
O -7.83 1.83 0.10
C -6.91 0.84 0.03
C -6.17 0.51 -1.10
C -5.26 -0.53 -1.05
C -5.07 -1.26 0.11
C -4.05 -2.36 0.15
N -2.73 -1.83 0.47
C -1.74 -1.78 -0.44
O -1.80 -2.25 -1.56
C -0.49 -1.12 0.01
C 0.64 -1.02 -0.77
C 1.68 -0.36 -0.10
C 1.34 0.02 1.17
S -0.27 -0.40 1.58
C 2.46 0.73 1.85
N 3.63 0.34 0.98
C 4.76 1.31 0.99
C 5.93 0.74 0.24
C 6.28 1.22 -1.01
C 7.36 0.66 -1.69
C 8.08 -0.37 -1.13
C 7.73 -0.86 0.12
C 6.66 -0.31 0.81
C 3.09 0.05 -0.39
C -5.80 -0.92 1.24
C -6.71 0.11 1.21
H -8.50 1.94 -1.86
H -8.90 3.29 -0.76
H -7.24 3.13 -1.41
H -6.30 1.05 -2.02
H -4.69 -0.78 -1.94
H -3.95 -2.85 -0.82
H -4.31 -3.11 0.91
H -2.65 -1.34 1.35
H 0.67 -1.41 -1.77
H 2.63 0.42 2.88
H 2.34 1.81 1.82
H 3.99 -0.55 1.34
H 4.41 2.24 0.53
H 5.02 1.51 2.03
H 5.73 2.03 -1.46
H 7.63 1.05 -2.66
H 8.91 -0.80 -1.66
H 8.29 -1.66 0.57
H 6.41 -0.67 1.79
H 3.68 -0.71 -0.89
H 3.11 0.96 -0.99
H -5.67 -1.48 2.16
H -7.29 0.37 2.08
```

---

Molecular formula: C6H12O
Method: DFT, ωB97M-V/def2-TZVPD

Output
Structure (SMILES)   CC[C@H]1C[C@H]1CO
E_LUMO   1.0 eV
ΔE to the lowest compared entry with this formula, charge and spin   32.44 kcal/mol
Orbital gap   10.9 eV

Geometry as XYZ:
```
19
C6H12O | the OMol25 dataset | ωB97M-V/def2-TZVPD
C -2.23 -0.24 0.86
C -1.36 0.87 0.27
C -0.40 0.34 -0.77
C 0.88 1.06 -1.08
C 0.93 -0.31 -0.45
C 1.53 -0.73 0.90
O 2.44 -1.81 0.73
H -2.81 -0.74 0.08
H -2.93 0.15 1.60
H -1.61 -1.00 1.34
H -0.81 1.38 1.07
H -2.01 1.63 -0.19
H -0.91 -0.10 -1.63
H 1.19 1.16 -2.11
H 1.10 1.94 -0.47
H 1.14 -1.07 -1.20
H 2.04 0.09 1.42
H 0.75 -1.11 1.57
H 3.14 -1.48 0.14
```

---

Molecular formula: C3H8N4O
Method: DFT, ωB97M-V/def2-TZVPD

Output
E_LUMO   0.9 eV
ΔE to the lowest compared entry with this formula, charge and spin   134.18 kcal/mol
Orbital gap   8.9 eV

Geometry as XYZ:
```
16
C3H8N4O | the OMol25 dataset | ωB97M-V/def2-TZVPD
C -1.10 0.17 1.45
N -0.69 0.58 0.10
C -0.07 -0.31 -0.91
C 1.03 1.37 -0.23
N -0.57 -0.07 -2.20
O 0.81 -1.73 0.65
N 0.53 -1.43 -0.72
N 1.70 1.46 0.78
H 1.29 -2.56 0.57
H -1.39 1.13 -0.38
H -0.25 0.81 -2.59
H -0.35 -0.83 -2.82
H 2.65 1.16 0.94
H -1.59 1.02 1.93
H -1.78 -0.69 1.42
H -0.21 -0.10 2.01
```

---

Molecular formula: C4H6O2
Method: DFT, ωB97M-V/def2-TZVPD

Output
E_LUMO   0.6 eV
ΔE to the lowest compared entry with this formula, charge and spin   89.26 kcal/mol
Orbital gap   9.3 eV

Geometry as XYZ:
```
12
C4H6O2 | the OMol25 dataset | ωB97M-V/def2-TZVPD
O 2.37 -0.58 1.08
C 2.09 0.06 0.10
O 0.95 -0.07 -0.61
C -0.15 -0.46 0.16
C -1.33 -0.68 -0.61
C -0.87 1.00 0.50
H 2.70 0.84 -0.36
H 0.12 -1.16 0.95
H -1.37 -0.50 -1.67
H -2.04 -1.42 -0.22
H -0.50 1.86 -0.11
H -1.86 1.28 0.88
```

---

Molecular formula: C14H35O21Zn2
Method: DFT, ωB97M-V/def2-TZVPD

Output
Charge   -3
E_LUMO   5.0 eV
Orbital gap   5.7 eV

Geometry as XYZ:
```
72
C14H35O21Zn2 | the OMol25 dataset | ωB97M-V/def2-TZVPD
Zn -1.93 -1.63 1.80
Zn 1.33 -0.23 -3.11
C 2.87 1.09 4.26
C 3.87 0.34 3.39
O 4.30 0.91 2.38
O 4.23 -0.82 3.79
H 3.26 2.10 4.43
H 2.61 0.55 5.18
H 1.90 1.21 3.75
C 0.84 0.64 0.43
C -0.03 -0.30 -0.36
O -0.06 -0.19 -1.61
O -0.73 -1.17 0.23
H 1.63 1.11 -0.16
H 1.30 0.16 1.29
H 0.23 1.49 0.74
C -3.68 -1.54 -1.73
C -3.89 -2.34 -0.44
O -4.39 -3.46 -0.51
O -3.54 -1.74 0.64
H -4.36 -0.69 -1.76
H -3.78 -2.21 -2.58
H -2.67 -1.12 -1.73
C 0.61 4.61 0.50
C 0.61 6.15 0.60
O 0.70 6.78 -0.50
O 0.56 6.64 1.74
H 1.03 4.12 1.37
H 1.07 4.21 -0.41
H -0.47 4.39 0.42
C -1.52 1.93 3.77
C -2.72 1.12 3.31
O -2.42 0.15 2.50
O -3.83 1.29 3.82
H -1.80 2.91 4.17
H -0.85 2.16 2.94
H -0.97 1.41 4.55
C -1.67 -1.38 -5.50
C -0.49 -0.96 -4.67
O -0.27 0.26 -4.42
O 0.29 -1.83 -4.18
H -2.02 -2.35 -5.16
H -1.39 -1.38 -6.55
H -2.48 -0.68 -5.32
C 3.77 -2.97 -1.20
C 3.44 -1.49 -1.11
O 2.73 -1.05 -2.11
O 3.80 -0.84 -0.15
H 3.93 -3.43 -0.22
H 4.69 -3.12 -1.77
H 3.00 -3.53 -1.72
O -0.35 -1.79 3.03
H 0.58 -1.87 2.71
H -0.31 -1.91 3.98
O -2.30 2.07 -3.11
H -2.29 2.12 -2.13
H -1.62 1.42 -3.31
O -2.87 2.14 -0.25
H -2.47 2.65 0.46
H -2.75 1.21 0.03
O 2.30 -2.43 2.45
H 2.81 -2.18 3.25
H 2.87 -2.09 1.74
O 1.60 1.81 -2.79
H 1.39 2.34 -2.01
H 2.34 2.24 -3.21
O -0.64 -3.33 -1.84
H -0.54 -2.48 -1.37
H -0.49 -3.09 -2.77
O -1.46 -3.75 0.92
H -1.49 -3.87 -0.05
H -0.95 -4.49 1.26
```

---

Molecular formula: C11H10O2
Method: DFT, ωB97M-V/def2-TZVPD

Output
E_LUMO   -0.3 eV
ΔE to the lowest compared entry with this formula, charge and spin   148.48 kcal/mol
Orbital gap   7.6 eV

Geometry as XYZ:
```
23
C11H10O2 | the OMol25 dataset | ωB97M-V/def2-TZVPD
C 3.21 -0.42 -0.12
C 1.72 -0.03 -0.08
C 1.44 1.29 0.17
C 0.22 1.78 -0.06
C -0.82 0.78 -0.32
C -2.25 1.07 0.10
C -3.14 0.07 0.22
C -2.75 -1.38 -0.21
C -1.43 -1.52 -0.17
C -0.55 -0.59 -0.20
C 0.82 -1.04 -0.03
H 3.72 0.57 -0.67
H 3.14 -1.38 -0.72
H 3.74 -0.65 0.98
H 2.25 1.91 0.25
H -1.11 3.70 0.35
H -2.30 2.07 0.43
H -4.22 0.38 0.19
H -3.63 -2.15 -0.25
H -0.89 -2.42 -0.03
H 1.83 -2.77 -0.08
O 0.15 3.22 -0.07
O 0.85 -2.48 0.32
```

---

Molecular formula: C3H7NO2
Method: DFT, ωB97M-V/def2-TZVPD

Output
Structure (SMILES)   C[NH2+]/C([O-])=C\O
E_LUMO   0.5 eV
ΔE to the lowest compared entry with this formula, charge and spin   63.56 kcal/mol
Orbital gap   7.9 eV

Geometry as XYZ:
```
13
C3H7NO2 | the OMol25 dataset | ωB97M-V/def2-TZVPD
C 1.81 -0.29 0.02
N 0.48 0.00 -0.52
C -0.49 0.67 0.69
O 0.14 1.46 1.39
C -1.71 0.11 0.57
O -1.99 -0.83 -0.44
H 2.16 0.61 0.52
H 1.72 -1.08 0.76
H 2.50 -0.60 -0.78
H 0.54 0.67 -1.29
H -0.03 -0.82 -0.86
H -2.47 0.27 1.33
H -2.58 -0.39 -1.07
```